Entry from the Open Molecules 2025 dataset: C33H60BBaN4O6SeSi as an isolated structure (wB97M-V/def2-TZVPD).

Properties
energy above the lowest of the compared OMol25 structures with the same formula, charge and spin	160.6	kJ/mol
calculated total energy	-4705.43941	a.u.
lowest unoccupied orbital energy	2.142	eV
frontier orbital gap	6.425	eV

ORCA input file:
```
! wB97M-V def2-TZVPD RIJCOSX def2/J DEFGRID3
* xyz -1 1
Ba -2.30925 -0.98850 -0.02704
C -3.00584 5.44168 -2.14819
C -2.74164 4.53971 -0.93634
C -1.79670 5.26112 0.02714
C -1.77016 4.79238 1.48877
C -3.10766 5.12935 2.15786
C -0.64327 5.55822 2.19301
N -1.57817 3.32883 1.53532
C -1.39838 2.71838 2.86468
C 0.02625 2.24229 3.10430
N 0.36317 1.03421 2.34634
C -0.02418 -0.17161 3.10123
C -1.53516 -0.39820 3.21299
O -2.06680 -0.44277 4.30622
O -2.12532 -0.55809 2.06244
C 1.79533 0.96711 1.96726
C 2.75328 1.19986 3.14173
C 2.15332 1.89156 0.79643
C 1.88541 1.36931 -0.64401
C 2.90251 2.02439 -1.57758
C 2.07078 -0.14020 -0.74705
N 0.52031 1.65601 -1.13494
C 0.21618 3.00742 -1.57833
C -1.16780 3.09445 -2.22654
N -2.30069 3.17902 -1.30069
C -3.44131 2.36169 -1.69557
C -4.17165 1.69298 -0.54720
O -5.13846 0.99467 -0.74317
O -3.66760 1.82301 0.67831
H -3.64376 6.27797 -1.85522
H -3.50638 4.89852 -2.95133
H -2.07721 5.85701 -2.54668
H -3.69883 4.40620 -0.42254
H -2.08260 6.31741 0.04340
H -0.78548 5.23483 -0.38613
H -3.39573 6.15785 1.92891
H -3.04496 5.03784 3.24354
H -3.89619 4.45704 1.81547
H -0.83170 6.63408 2.15112
H 0.31653 5.36099 1.70625
H -0.55969 5.27512 3.24352
H -2.86490 2.43883 0.75634
H -0.81080 3.05146 0.92892
H -2.09412 1.88634 2.97001
H -1.66187 3.43594 3.64166
H 0.16756 2.07272 4.18222
H 0.70373 3.04866 2.81248
H 0.37481 -0.15823 4.12194
H 0.37027 -1.04195 2.57009
H 1.94436 -0.06034 1.64146
H 2.72398 2.23639 3.48880
H 3.77659 0.97970 2.83157
H 2.51299 0.55044 3.98515
H 3.22072 2.11973 0.87989
H 1.63446 2.85359 0.90856
H 3.89577 1.62984 -1.35464
H 2.93887 3.10988 -1.45462
H 2.66597 1.79458 -2.61888
H 3.03028 -0.45673 -0.32566
H 2.02907 -0.43305 -1.79744
H 1.27397 -0.67705 -0.23380
H -0.15162 1.34921 -0.43859
H 0.92967 3.28012 -2.35477
H 0.33180 3.75584 -0.77995
H -1.28049 2.18157 -2.81326
H -1.16530 3.92714 -2.94030
H -3.12180 1.53101 -2.33498
H -4.19645 2.89610 -2.28455
C 4.97431 -5.31181 2.59192
C 4.65722 -5.96704 1.24700
C 4.41039 -7.46256 1.49106
C 5.88350 -5.80070 0.33934
C 3.42324 -5.35053 0.57993
C 3.03569 -5.79611 -0.68656
C 1.91110 -5.29877 -1.34655
C 1.17619 -4.33025 -0.70040
O 0.05051 -3.67854 -1.10980
B -0.33542 -2.74261 -0.08618
O 0.65610 -2.92983 0.96531
C 1.54510 -3.87979 0.55018
C 2.65112 -4.36780 1.21252
H 5.88013 -5.75885 3.00891
H 4.16678 -5.45899 3.31260
H 5.14828 -4.23892 2.48261
H 5.26556 -7.91305 2.00472
H 4.25740 -7.99620 0.55128
H 3.52080 -7.60741 2.10793
H 6.76634 -6.24132 0.81252
H 6.08345 -4.74266 0.15485
H 5.73973 -6.28826 -0.62573
H 3.62264 -6.55919 -1.18503
H 1.63009 -5.65307 -2.33019
H 2.89663 -3.98220 2.19305
C -2.05409 -3.80206 -4.08091
Si -3.31065 -2.40720 -4.00910
C -4.52768 -2.84200 -2.62662
C -4.28555 -2.47745 -5.61729
Se -2.36640 -0.43273 -3.68624
H -2.52123 -4.75060 -4.37384
H -1.56549 -3.93550 -3.11135
H -1.27509 -3.55994 -4.80991
H -5.20433 -3.65278 -2.91832
H -5.12925 -1.96584 -2.36578
H -3.99240 -3.17398 -1.72748
H -4.70949 -3.47645 -5.77402
H -3.63904 -2.23939 -6.46616
H -5.10417 -1.75254 -5.60362
*
```